Entry from OMol25: a molecular structure, C20H11Cl7N4S2Se4W (ωB97M-V/def2-TZVPD).

Output
LUMO level (spin up / spin down)	4.14 / 4.02	eV
multiplicity	3
net charge	-2
frontier orbital gap (spin up / spin down)	5.07 / 5.48	eV
E_HOMO (spin up / spin down)	-0.9 / -1.5	eV

Last column: Löwdin charge in e.
Element x y z (Å)
W1 0.58 0.04 0.59  0.925
C1 0.91 -4.79 -1.60  -0.449
S1 -0.50 -3.88 -2.28  0.792
C2 -0.33 -2.35 -1.42  -1.100
S2 0.16 -2.37 0.23  0.441
N1 -0.64 -1.28 -2.04  -0.096
N2 -0.53 -0.16 -1.24  -0.268
C3 -1.22 0.88 -1.72  -0.165
C4 -1.29 2.03 -0.95  -0.282
C5 -2.03 3.19 -1.29  -0.037
C6 -2.13 4.22 -0.40  -0.102
C7 -1.50 4.10 0.85  -0.081
C8 -0.76 2.97 1.12  -0.169
N3 -0.61 1.98 0.24  -0.056
H1 0.97 -5.73 -2.15  0.019
H2 0.78 -4.99 -0.54  0.007
H3 1.84 -4.22 -1.74  0.005
H4 -1.72 0.77 -2.67  0.119
H5 -2.52 3.23 -2.26  0.105
H6 -2.69 5.11 -0.65  0.091
H7 -1.57 4.88 1.60  0.088
H8 -0.24 2.84 2.06  0.042
Cl1 1.87 1.54 2.09  0.068
C9 2.14 2.72 -0.25  -0.195
C10 1.70 1.61 -0.91  -0.489
C11 1.76 1.78 -2.31  -0.695
Cl2 1.48 0.47 -3.42  0.659
C12 2.10 3.02 -2.89  -0.700
Cl3 2.08 3.22 -4.61  0.609
C13 2.45 4.11 -2.10  -0.715
Cl4 2.83 5.65 -2.82  0.609
C14 2.49 3.94 -0.72  -0.709
Cl5 2.96 5.24 0.35  0.614
Se1 2.89 -0.65 -0.47  0.108
Se2 3.82 -2.75 0.21  -0.098
Se3 2.52 -3.43 2.06  -0.142
Se4 1.71 -1.36 2.71  -0.037
Cl6 -3.28 -1.12 0.30  0.703
C15 -3.19 -0.63 1.97  -0.586
C16 -4.32 -0.71 2.75  -0.153
C17 -4.30 -0.30 4.07  -0.136
C18 -3.11 0.21 4.59  -0.152
C19 -1.98 0.29 3.81  -0.596
Cl7 -0.54 0.97 4.49  0.646
C20 -1.94 -0.14 2.45  -0.423
N4 -0.86 -0.08 1.70  -0.279
H9 -5.22 -1.10 2.30  0.089
H10 -5.19 -0.37 4.69  0.082
H11 -3.05 0.55 5.62  0.089


Entry from OMol25: a molecular structure, C20H11Cl7N4S2Se4W at a distorted geometry (ωB97M-V/def2-TZVPD).

Output
LUMO level (spin up / spin down)	4.06 / 3.46	eV
multiplicity	3
net charge	-2
frontier orbital gap (spin up / spin down)	4.77 / 5.16	eV
E_HOMO (spin up / spin down)	-0.7 / -1.7	eV

Last column: Löwdin charge in e.
Element x y z (Å)
W1 -0.56 0.35 0.52  1.173
C1 0.69 3.54 -4.01  -0.474
S1 -0.51 2.23 -4.30  0.790
C2 -0.83 1.64 -2.65  -1.104
S2 -0.14 2.35 -1.27  0.564
N1 -1.59 0.61 -2.64  -0.112
N2 -1.83 0.10 -1.38  -0.232
C3 -2.73 -0.87 -1.42  -0.150
C4 -3.01 -1.59 -0.26  -0.291
C5 -3.91 -2.68 -0.24  -0.048
C6 -4.10 -3.39 0.90  -0.107
C7 -3.38 -3.01 2.06  -0.088
C8 -2.53 -1.93 1.99  -0.185
N3 -2.33 -1.20 0.87  -0.057
H1 0.71 4.15 -4.92  0.016
H2 1.69 3.13 -3.82  0.024
H3 0.39 4.16 -3.17  -0.001
H4 -3.21 -1.10 -2.36  0.115
H5 -4.43 -2.93 -1.16  0.102
H6 -4.78 -4.23 0.93  0.089
H7 -3.48 -3.54 3.00  0.085
H8 -1.98 -1.61 2.85  0.019
Cl1 -0.75 0.36 2.98  0.031
C9 0.39 -1.49 0.96  -0.347
C10 0.18 -1.42 -0.36  -0.328
C11 0.53 -2.41 -1.24  -0.706
Cl2 0.29 -2.28 -2.95  0.658
C12 1.13 -3.55 -0.68  -0.690
Cl3 1.59 -4.87 -1.70  0.616
C13 1.36 -3.62 0.71  -0.687
Cl4 2.13 -5.03 1.36  0.614
C14 0.98 -2.57 1.56  -0.680
Cl5 1.27 -2.66 3.26  0.631
Se1 -2.69 2.12 0.91  -0.237
Se2 -4.77 2.20 1.82  -0.180
Se3 -2.49 5.38 2.59  -0.062
Se4 -1.21 3.76 1.83  -0.121
Cl6 2.71 0.20 -1.65  0.722
C15 3.24 1.13 -0.28  -0.580
C16 4.57 1.53 -0.27  -0.143
C17 5.07 2.27 0.79  -0.121
C18 4.22 2.59 1.85  -0.141
C19 2.91 2.17 1.84  -0.592
Cl7 1.91 2.57 3.19  0.660
C20 2.34 1.43 0.77  -0.404
N4 1.06 1.04 0.76  -0.314
H9 5.19 1.26 -1.10  0.091
H10 6.10 2.59 0.80  0.089
H11 4.58 3.16 2.70  0.092


Entry from OMol25: a molecular structure, C20H11F6N8O4ReS4 (ωB97M-V/def2-TZVPD).

Output
LUMO level (spin up / spin down)	-4.81 / -5.44	eV
multiplicity	2
net charge	+1
frontier orbital gap (spin up / spin down)	6.95 / 6.35	eV
E_HOMO (spin up / spin down)	-11.8 / -11.8	eV

Last column: Löwdin charge in e.
Element x y z (Å)
Re1 -0.19 -0.30 -0.79  1.116
N1 -0.90 3.91 0.17  0.164
C1 -0.29 2.84 -0.32  -0.120
N2 -0.30 1.67 0.26  -0.020
C2 -0.99 1.52 1.47  -0.258
N3 -0.91 0.39 2.09  0.133
N4 -0.14 -0.47 1.36  -0.157
C3 0.51 -1.42 1.91  0.004
C4 1.48 -2.05 1.03  -0.230
C5 2.32 -3.07 1.43  0.023
C6 3.33 -3.48 0.57  -0.002
C7 3.48 -2.82 -0.63  0.006
C8 2.59 -1.82 -0.97  -0.097
N5 1.57 -1.46 -0.19  -0.060
C9 -1.77 2.62 1.99  -0.082
C10 -2.60 2.50 3.10  0.015
C11 -3.33 3.58 3.54  -0.035
C12 -3.24 4.80 2.86  -0.033
C13 -2.43 4.94 1.75  0.005
C14 -1.71 3.84 1.31  -0.161
H1 -0.83 4.78 -0.33  0.175
H2 0.25 2.96 -1.25  0.125
H3 0.43 -1.63 2.97  0.156
H4 2.19 -3.51 2.41  0.132
H5 4.00 -4.28 0.86  0.128
H6 4.28 -3.07 -1.32  0.129
H7 2.70 -1.29 -1.90  0.085
H8 -2.67 1.54 3.60  0.126
H9 -3.97 3.49 4.40  0.119
H10 -3.81 5.65 3.21  0.121
H11 -2.37 5.88 1.22  0.125
S1 -0.65 -2.10 -2.14  0.786
C15 0.51 -1.94 -3.43  -0.647
C16 0.71 -3.09 -4.27  -0.236
N6 0.87 -4.01 -4.94  0.209
C17 1.21 -0.80 -3.61  -0.668
S2 0.90 0.57 -2.56  0.726
C18 2.21 -0.65 -4.62  -0.246
N7 3.04 -0.53 -5.40  0.207
F1 -3.59 2.81 -2.74  0.157
C19 -4.15 1.84 -2.03  -0.679
F2 -4.18 2.21 -0.75  0.151
F3 -5.37 1.60 -2.46  0.185
S3 -3.12 0.32 -2.22  0.626
O1 -1.95 0.74 -1.39  -0.525
O2 -2.91 0.15 -3.61  -0.213
N8 -3.87 -0.85 -1.53  -0.261
S4 -3.55 -1.16 0.00  0.655
O3 -4.11 -0.24 0.94  -0.237
O4 -2.13 -1.50 0.18  -0.439
C20 -4.42 -2.77 0.15  -0.695
F4 -3.91 -3.64 -0.71  0.168
F5 -5.71 -2.60 -0.07  0.180
F6 -4.23 -3.21 1.39  0.165


Entry from OMol25: a molecular structure, C20H12AsF11Se4Tb at a distorted geometry (ωB97M-V/def2-TZVPD).

Output
LUMO level (spin up / spin down)	4.22 / 4.22	eV
multiplicity	8
net charge	-2
frontier orbital gap (spin up / spin down)	5.60 / 4.70	eV
E_HOMO (spin up / spin down)	-1.4 / -0.5	eV

Last column: Löwdin charge in e.
Element x y z (Å)
Tb1 0.34 -1.53 0.00  1.145
Se1 0.34 -3.74 2.06  -0.027
Se2 0.34 -5.99 1.23  -0.144
Se3 0.34 -5.99 -1.23  -0.147
Se4 0.34 -3.74 -2.06  -0.046
F1 2.52 -1.53 0.00  -0.410
As1 4.33 -1.53 0.00  0.997
F2 4.33 -1.89 1.78  -0.288
F3 4.33 -3.31 -0.36  -0.278
F4 6.15 -1.54 0.00  -0.314
F5 4.33 -1.18 -1.78  -0.292
F6 4.34 0.25 0.36  -0.287
C1 -0.76 4.79 -3.13  -0.130
C2 -0.43 3.67 -3.89  -0.106
C3 -0.20 2.44 -3.26  -0.039
C4 -0.29 2.32 -1.87  -0.203
C5 -0.63 3.46 -1.12  -0.026
C6 -0.86 4.69 -1.75  -0.101
C7 -0.03 1.02 -1.24  -0.182
C8 0.34 0.89 0.00  -0.194
C9 0.80 0.83 1.35  -0.327
C10 0.22 -0.06 2.26  -0.159
C11 0.67 -0.09 3.58  -0.074
C12 1.70 0.76 4.00  -0.109
C13 2.28 1.64 3.09  -0.087
C14 1.83 1.68 1.77  -0.042
H1 -0.93 5.75 -3.62  0.086
H2 -0.35 3.75 -4.97  0.090
H3 0.06 1.58 -3.87  0.110
H4 -0.72 3.40 -0.04  0.116
H5 -1.12 5.56 -1.15  0.091
H6 -0.07 0.14 -1.87  0.066
H7 -0.58 -0.72 1.95  0.040
H8 0.21 -0.78 4.29  0.106
H9 2.04 0.73 5.03  0.089
H10 3.08 2.31 3.41  0.096
H11 2.29 2.37 1.06  0.118
F7 -2.11 0.82 0.22  0.055
C15 -2.78 -0.34 0.11  -0.251
C16 -2.07 -1.53 0.00  -0.135
C17 -2.78 -2.72 -0.11  -0.268
F8 -2.11 -3.87 -0.22  -0.035
C18 -4.17 -2.72 -0.11  -0.151
F9 -4.84 -3.88 -0.22  0.092
C19 -4.87 -1.53 0.00  -0.153
F10 -6.21 -1.53 0.00  0.089
C20 -4.17 -0.33 0.11  -0.159
F11 -4.84 0.83 0.22  0.083
H12 0.34 -3.60 0.00  -0.304


Entry from OMol25: a molecular structure, C20H12BCo2F3O7S at a distorted geometry (ωB97M-V/def2-TZVPD).

Output
LUMO level	-4.03	eV
net charge	0
frontier orbital gap	2.22	eV
E_HOMO	-6.2	eV

Last column: Löwdin charge in e.
Element x y z (Å)
C1 1.37 3.83 -4.44  -0.065
O1 0.25 3.00 -4.81  -0.069
C2 -0.40 2.41 -3.82  -0.381
C3 -1.53 1.66 -4.13  -0.273
B1 -2.17 1.37 -5.65  -1.107
F1 -2.00 2.55 -6.37  0.111
F2 -1.44 0.28 -6.15  0.090
F3 -3.51 1.06 -5.38  0.062
S1 -2.14 1.01 -2.65  0.993
C4 -0.93 1.73 -1.66  -0.488
C5 -0.05 2.48 -2.39  -0.132
H1 1.76 4.24 -5.37  0.090
H2 1.06 4.66 -3.77  0.092
H3 2.16 3.25 -3.93  0.088
H4 -0.94 1.60 -0.58  0.007
H5 0.80 3.06 -2.02  0.090
O2 -2.98 -4.95 3.62  0.163
C6 -2.47 -3.94 3.36  -0.089
Co1 -1.65 -2.47 2.83  0.153
C7 -2.87 -1.19 2.76  -0.082
O3 -3.53 -0.26 2.57  0.177
C8 -0.63 -1.95 4.16  -0.093
O4 0.14 -1.54 4.92  0.165
C9 -0.99 -2.93 0.82  -0.146
C10 -0.30 -1.85 1.38  -0.273
C11 -0.39 -0.50 1.36  0.009
C12 0.62 0.42 1.84  -0.205
C13 0.24 1.76 2.13  -0.009
C14 1.17 2.64 2.66  -0.048
C15 2.49 2.20 2.90  -0.036
C16 2.88 0.88 2.60  -0.045
C17 1.95 0.00 2.06  -0.001
Co2 0.57 -3.77 1.12  0.167
C18 -0.03 -5.38 1.49  -0.085
O5 -0.46 -6.42 1.76  0.177
C19 1.88 -3.53 2.23  -0.128
O6 2.72 -3.28 2.98  0.167
C20 1.26 -3.69 -0.48  -0.070
O7 1.69 -3.51 -1.54  0.208
H6 -1.63 -2.89 -0.08  0.121
H7 -1.34 -0.07 0.97  0.131
H8 -0.80 2.03 1.93  0.128
H9 0.86 3.66 2.89  0.118
H10 3.22 2.90 3.31  0.113
H11 3.89 0.53 2.78  0.117
H12 2.19 -1.04 1.83  0.089


Entry from OMol25: a molecular structure, C20H12BCo2F3O7S at a distorted geometry (ωB97M-V/def2-TZVPD).

Output
LUMO level	-4.68	eV
net charge	0
frontier orbital gap	2.42	eV
E_HOMO	-7.1	eV

Last column: Löwdin charge in e.
Element x y z (Å)
C1 0.34 3.58 -0.54  -0.033
O1 0.14 2.20 -0.83  -0.034
C2 0.02 1.34 0.16  -0.332
C3 -0.55 0.10 -0.14  -0.225
B1 -0.85 -0.39 -1.70  -1.096
F1 -1.85 0.46 -2.20  0.113
F2 0.38 -0.26 -2.35  0.113
F3 -1.27 -1.72 -1.55  0.074
S1 -0.66 -0.84 1.32  1.059
C4 0.06 0.38 2.30  -0.430
C5 0.39 1.50 1.58  -0.089
H1 0.32 4.08 -1.51  0.099
H2 -0.45 3.97 0.11  0.102
H3 1.32 3.74 -0.06  0.095
H4 0.27 0.18 3.34  0.056
H5 0.84 2.41 1.96  0.103
O2 -1.61 1.18 4.60  0.158
C6 -2.65 0.67 4.64  -0.111
Co1 -4.31 0.10 4.68  0.204
C7 -5.15 1.61 4.52  -0.077
O3 -5.70 2.62 4.37  0.187
C8 -4.71 -0.45 3.07  -0.121
O4 -4.97 -0.65 1.96  0.183
C9 -4.79 -0.52 6.56  -0.262
C10 -4.56 0.50 7.57  -0.221
C11 -3.32 1.18 7.66  -0.039
C12 -3.20 2.31 8.47  -0.067
C13 -4.27 2.70 9.28  -0.073
C14 -5.45 1.94 9.30  -0.067
C15 -5.60 0.84 8.46  -0.012
C16 -5.84 -1.47 6.40  -0.341
C17 -7.17 -1.60 6.39  0.048
Co2 -4.27 -2.16 6.06  0.115
C18 -2.52 -1.99 5.91  -0.116
O5 -1.37 -1.95 5.84  0.169
C19 -4.61 -2.84 4.45  -0.106
O6 -4.73 -3.45 3.47  0.172
C20 -4.27 -3.56 7.17  -0.045
O7 -4.24 -4.46 7.89  0.176
H6 -2.47 0.82 7.07  0.094
H7 -2.25 2.86 8.47  0.113
H8 -4.17 3.58 9.91  0.106
H9 -6.26 2.20 9.99  0.108
H10 -6.51 0.24 8.46  0.113
H11 -7.60 -2.60 6.27  0.064
H12 -7.85 -0.74 6.47  0.070


Entry from OMol25: a molecular structure, C20H12BrN5PtS at a distorted geometry (ωB97M-V/def2-TZVPD).

Output
LUMO level	-0.57	eV
net charge	0
frontier orbital gap	7.23	eV
E_HOMO	-7.8	eV

Last column: Löwdin charge in e.
Element x y z (Å)
Pt1 0.23 -0.17 -0.56  1.078
S1 -3.71 1.59 0.46  1.137
C1 -2.53 2.86 0.67  -0.451
C2 -2.71 4.15 1.16  -0.081
C3 -1.60 4.97 1.23  -0.079
C4 -0.34 4.52 0.82  -0.068
C5 -0.16 3.25 0.33  -0.019
C6 -1.27 2.41 0.26  -0.303
N1 -1.28 1.10 -0.20  -0.109
C7 -2.47 0.55 -0.13  -0.536
C8 -2.54 -0.84 -0.46  -0.250
C9 -3.69 -1.64 -0.58  -0.037
C10 -3.54 -2.96 -0.92  -0.083
C11 -2.27 -3.48 -1.17  -0.076
C12 -1.13 -2.69 -1.05  -0.089
C13 -1.26 -1.36 -0.68  -0.290
H1 -3.69 4.50 1.46  0.111
H2 -1.71 5.98 1.61  0.106
H3 0.51 5.19 0.89  0.108
H4 0.80 2.88 0.00  0.106
H5 -4.67 -1.21 -0.41  0.110
H6 -4.42 -3.60 -1.02  0.103
H7 -2.16 -4.52 -1.45  0.106
H8 -0.15 -3.11 -1.25  0.100
N2 1.87 0.45 -1.87  -0.049
C14 2.15 0.47 -3.02  -0.390
N3 2.46 0.57 -4.23  0.061
C15 3.27 -0.21 -4.94  -0.405
N4 3.96 -0.85 -5.61  0.077
Br1 0.42 0.16 2.83  0.799
C16 1.82 -0.92 2.18  -0.737
C17 2.70 -1.50 3.09  -0.103
C18 3.72 -2.27 2.58  -0.051
C19 3.86 -2.43 1.21  -0.045
C20 2.94 -1.80 0.39  -0.122
N5 1.93 -1.06 0.87  -0.067
H9 2.57 -1.34 4.15  0.103
H10 4.43 -2.75 3.26  0.116
H11 4.65 -3.02 0.78  0.113
H12 3.01 -1.86 -0.69  0.104


Entry from OMol25: a molecular structure, C20H12Cl2N3O9Ta at a distorted geometry (ωB97M-V/def2-TZVPD).

Output
LUMO level	-8.44	eV
net charge	+2
frontier orbital gap	6.67	eV
E_HOMO	-15.1	eV

Last column: Löwdin charge in e.
Element x y z (Å)
Ta1 -0.06 0.06 -0.31  1.916
O1 -3.33 0.70 -2.13  0.251
C1 -2.18 0.92 -2.15  -0.401
O2 -1.22 -0.13 -1.74  -0.239
C2 -1.42 2.13 -2.54  -0.055
C3 -1.82 2.86 -3.65  0.121
C4 -1.01 3.89 -4.08  -0.073
C5 0.20 4.20 -3.48  0.134
C6 0.58 3.47 -2.37  -0.032
C7 -0.25 2.49 -1.86  -0.178
O3 0.03 1.88 -0.64  -0.204
N1 1.90 3.72 -1.77  -0.324
O4 2.37 4.82 -1.92  0.170
O5 2.45 2.76 -1.25  0.078
N2 -1.43 4.68 -5.27  -0.341
O6 -0.62 5.46 -5.72  0.135
O7 -2.54 4.45 -5.69  0.130
H1 -2.73 2.63 -4.18  0.157
H2 0.83 4.99 -3.87  0.155
Cl1 -3.59 -2.41 5.46  0.786
C8 -2.49 -1.87 4.27  -0.630
C9 -2.87 -0.83 3.41  -0.061
C10 -1.94 -0.41 2.49  -0.489
Cl2 -2.32 0.74 1.21  0.850
C11 -0.68 -0.97 2.41  -0.298
O8 0.15 -0.43 1.45  -0.277
C12 -0.34 -2.06 3.18  -0.099
C13 0.91 -2.84 2.92  -0.151
O9 1.53 -2.72 1.89  0.069
C14 -1.26 -2.49 4.14  -0.008
H3 -3.86 -0.40 3.47  0.133
H4 1.25 -3.51 3.72  0.148
H5 -1.02 -3.33 4.77  0.135
C15 5.65 -2.14 -2.08  0.002
C16 4.31 -1.63 -1.69  -0.184
C17 3.18 -1.88 -2.47  0.033
C18 1.96 -1.38 -2.11  -0.066
N3 1.81 -0.64 -0.98  -0.123
C19 2.90 -0.37 -0.21  -0.083
C20 4.14 -0.85 -0.54  0.043
H6 5.57 -3.09 -2.60  0.103
H7 6.31 -2.24 -1.22  0.101
H8 6.11 -1.43 -2.77  0.119
H9 3.25 -2.48 -3.37  0.142
H10 1.07 -1.57 -2.69  0.127
H11 2.75 0.24 0.68  0.135
H12 4.98 -0.61 0.10  0.144


Copy entry 3 word for word.
Entry from OMol25: a molecular structure, C20H11F6N8O4ReS4 (ωB97M-V/def2-TZVPD).

Output
LUMO level (spin up / spin down)	-4.81 / -5.44	eV
multiplicity	2
net charge	+1
frontier orbital gap (spin up / spin down)	6.95 / 6.35	eV
E_HOMO (spin up / spin down)	-11.8 / -11.8	eV

Last column: Löwdin charge in e.
Element x y z (Å)
Re1 -0.19 -0.30 -0.79  1.116
N1 -0.90 3.91 0.17  0.164
C1 -0.29 2.84 -0.32  -0.120
N2 -0.30 1.67 0.26  -0.020
C2 -0.99 1.52 1.47  -0.258
N3 -0.91 0.39 2.09  0.133
N4 -0.14 -0.47 1.36  -0.157
C3 0.51 -1.42 1.91  0.004
C4 1.48 -2.05 1.03  -0.230
C5 2.32 -3.07 1.43  0.023
C6 3.33 -3.48 0.57  -0.002
C7 3.48 -2.82 -0.63  0.006
C8 2.59 -1.82 -0.97  -0.097
N5 1.57 -1.46 -0.19  -0.060
C9 -1.77 2.62 1.99  -0.082
C10 -2.60 2.50 3.10  0.015
C11 -3.33 3.58 3.54  -0.035
C12 -3.24 4.80 2.86  -0.033
C13 -2.43 4.94 1.75  0.005
C14 -1.71 3.84 1.31  -0.161
H1 -0.83 4.78 -0.33  0.175
H2 0.25 2.96 -1.25  0.125
H3 0.43 -1.63 2.97  0.156
H4 2.19 -3.51 2.41  0.132
H5 4.00 -4.28 0.86  0.128
H6 4.28 -3.07 -1.32  0.129
H7 2.70 -1.29 -1.90  0.085
H8 -2.67 1.54 3.60  0.126
H9 -3.97 3.49 4.40  0.119
H10 -3.81 5.65 3.21  0.121
H11 -2.37 5.88 1.22  0.125
S1 -0.65 -2.10 -2.14  0.786
C15 0.51 -1.94 -3.43  -0.647
C16 0.71 -3.09 -4.27  -0.236
N6 0.87 -4.01 -4.94  0.209
C17 1.21 -0.80 -3.61  -0.668
S2 0.90 0.57 -2.56  0.726
C18 2.21 -0.65 -4.62  -0.246
N7 3.04 -0.53 -5.40  0.207
F1 -3.59 2.81 -2.74  0.157
C19 -4.15 1.84 -2.03  -0.679
F2 -4.18 2.21 -0.75  0.151
F3 -5.37 1.60 -2.46  0.185
S3 -3.12 0.32 -2.22  0.626
O1 -1.95 0.74 -1.39  -0.525
O2 -2.91 0.15 -3.61  -0.213
N8 -3.87 -0.85 -1.53  -0.261
S4 -3.55 -1.16 0.00  0.655
O3 -4.11 -0.24 0.94  -0.237
O4 -2.13 -1.50 0.18  -0.439
C20 -4.42 -2.77 0.15  -0.695
F4 -3.91 -3.64 -0.71  0.168
F5 -5.71 -2.60 -0.07  0.180
F6 -4.23 -3.21 1.39  0.165